The following is a quantum chemistry calculation of a 11-piece molecular cluster, C26H79N17O11 overall in a non-equilibrium geometry, from the OMol25 dataset.

* orbital gap: 9.065 eV
* SMILES: COC[C@H](C)N.COC[C@H](C)N.COC[C@H](C)N.COC[C@H](C)N.COC[C@H](C)N.NC(N)=O.NC(N)=O.NC(N)=O.NC(N)=O.NC(N)=O.NC(N)=O
* max |F|: 1.80 eV Å⁻¹
* ΔE to the lowest compared entry with this formula, charge and spin: 0.0 kcal/mol
* E: -76101.971 eV
* HOMO level: -8.820 eV
* LUMO energy: 0.25 eV

Each atom is followed by the atoms it is bonded to, with distances in Å.
Geometry (Å):
1 C -25.78 13.22 14.05  O2 1.220, N3 1.373, N4 1.379
2 O -25.89 12.23 13.35  C1 1.220
3 N -24.82 14.19 13.84  C1 1.373, H5 1.002, H6 1.007
4 N -26.68 13.60 15.02  C1 1.379, H7 1.007, H8 1.000
5 H -24.10 14.02 13.17  N3 1.002
6 H -24.91 15.09 14.28  N3 1.007
7 H -26.60 14.52 15.41  N4 1.007
8 H -27.36 12.96 15.39  N4 1.000
9 C -24.53 21.79 9.29  O10 1.219, N11 1.377, N12 1.371
10 O -24.04 20.80 9.80  C9 1.219
11 N -24.03 23.06 9.49  C9 1.377, H13 1.002, H14 1.002
12 N -25.65 21.75 8.50  C9 1.371, H15 1.003, H16 1.006
13 H -23.21 23.18 10.05  N11 1.002
14 H -24.40 23.82 8.96  N11 1.002
15 H -25.96 22.64 8.15  N12 1.003
16 H -26.14 20.90 8.33  N12 1.006
17 C -24.83 13.49 7.85  O18 1.230, N19 1.370, N20 1.357
18 O -24.34 13.36 8.97  C17 1.230
19 N -24.82 12.48 6.93  C17 1.370, H21 1.004, H22 1.003
20 N -25.50 14.62 7.51  C17 1.357, H23 1.007, H24 1.004
21 H -24.19 11.72 7.13  N19 1.004
22 H -25.06 12.66 5.97  N19 1.003
23 H -25.99 14.73 6.64  N20 1.007
24 H -25.65 15.28 8.25  N20 1.004
25 C -21.88 15.59 10.15  O26 1.227, N27 1.367, N28 1.375
26 O -21.12 16.46 10.57  C25 1.227
27 N -23.06 15.26 10.75  C25 1.367, H29 1.011, H30 1.001
28 N -21.63 14.89 8.99  C25 1.375, H31 1.002, H32 1.007
29 H -23.61 14.49 10.41  N27 1.011
30 H -23.41 15.89 11.45  N27 1.001
31 H -20.73 15.00 8.57  N28 1.002
32 H -22.15 14.05 8.82  N28 1.007
33 C -25.98 17.81 15.51  O34 1.227, N35 1.371, N36 1.365
34 O -25.67 16.67 15.17  C33 1.227
35 N -25.27 18.55 16.42  C33 1.371, H37 1.002, H38 1.007
36 N -27.15 18.37 15.09  C33 1.365, H39 1.007, H40 1.003
37 H -24.61 18.10 17.02  N35 1.002
38 H -25.01 19.48 16.14  N35 1.007
39 H -27.73 17.89 14.42  N36 1.007
40 H -27.39 19.27 15.46  N36 1.003
41 C -24.91 20.66 13.13  O42 1.225, N43 1.374, N44 1.359
42 O -25.10 20.83 14.33  C41 1.225
43 N -25.88 20.90 12.20  C41 1.374, H45 1.004, H46 1.002
44 N -23.78 20.12 12.62  C41 1.359, H47 1.008, H48 1.004
45 H -25.76 20.69 11.22  N43 1.004
46 H -26.75 21.30 12.50  N43 1.002
47 H -23.55 20.17 11.63  N44 1.008
48 H -23.07 19.84 13.27  N44 1.004
49 C -30.78 16.21 9.79  C50 1.514, H55 1.094, H56 1.093, H57 1.092
50 C -31.93 17.02 9.22  C49 1.514, C51 1.517, N54 1.470, H58 1.095
51 C -31.45 18.33 8.62  C50 1.517, O52 1.411, H59 1.099, H60 1.100
52 O -30.40 18.20 7.69  C51 1.411, C53 1.408
53 C -30.60 18.81 6.44  O52 1.408, H61 1.096, H62 1.089, H63 1.097
54 N -32.70 16.19 8.29  C50 1.470, H64 1.020, H65 1.018
55 H -30.25 15.67 9.00  C49 1.094
56 H -31.11 15.40 10.46  C49 1.093
57 H -30.07 16.82 10.35  C49 1.092
58 H -32.62 17.28 10.03  C50 1.095
59 H -31.18 19.04 9.41  C51 1.099
60 H -32.28 18.86 8.13  C51 1.100
61 H -31.46 18.36 5.93  C53 1.096
62 H -29.69 18.68 5.85  C53 1.089
63 H -30.78 19.89 6.51  C53 1.097
64 H -32.13 16.02 7.45  N54 1.020
65 H -33.47 16.73 7.91  N54 1.018
66 C -27.15 16.78 5.25  C67 1.520, H72 1.093, H73 1.092, H74 1.088
67 C -28.09 15.75 4.64  C66 1.520, C68 1.507, N71 1.491, H75 1.089
68 C -27.98 15.73 3.13  C67 1.507, O69 1.411, H76 1.100, H77 1.102
69 O -28.98 14.91 2.58  C68 1.411, C70 1.388
70 C -29.43 15.32 1.33  O69 1.388, H78 1.103, H79 1.097, H80 1.086
71 N -27.69 14.43 5.21  C67 1.491, H81 1.017, H82 1.019
72 H -27.55 17.78 5.07  C66 1.093
73 H -26.15 16.70 4.83  C66 1.092
74 H -27.09 16.66 6.33  C66 1.088
75 H -29.12 15.89 4.96  C67 1.089
76 H -26.99 15.39 2.80  C68 1.100
77 H -28.08 16.74 2.70  C68 1.102
78 H -28.62 15.47 0.60  C70 1.103
79 H -29.94 16.29 1.36  C70 1.097
80 H -30.06 14.55 0.89  C70 1.086
81 H -28.37 13.74 4.90  N71 1.017
82 H -26.83 14.12 4.77  N71 1.019
83 C -28.00 19.43 10.26  C84 1.515, H89 1.092, H90 1.087, H91 1.092
84 C -27.01 18.79 9.30  C83 1.515, C85 1.531, N88 1.477, H92 1.093
85 C -26.91 17.28 9.53  C84 1.531, O86 1.412, H93 1.091, H94 1.096
86 O -25.96 16.90 10.51  C85 1.412, C87 1.403
87 C -26.38 16.79 11.84  O86 1.403, H95 1.097, H96 1.100, H97 1.088
88 N -27.38 19.08 7.90  C84 1.477, H98 1.016, H99 1.024
89 H -27.65 19.12 11.24  C83 1.092
90 H -29.02 19.11 10.05  C83 1.087
91 H -27.95 20.51 10.21  C83 1.092
92 H -26.01 19.21 9.43  C84 1.093
93 H -26.54 16.82 8.61  C85 1.091
94 H -27.88 16.84 9.78  C85 1.096
95 H -27.46 16.67 12.00  C87 1.097
96 H -26.10 17.69 12.41  C87 1.100
97 H -25.83 16.00 12.35  C87 1.088
98 H -26.84 18.52 7.24  N88 1.016
99 H -28.32 18.71 7.71  N88 1.024
100 C -34.12 21.74 7.74  C101 1.521, H106 1.089, H107 1.093, H108 1.091
101 C -33.64 22.73 8.79  C100 1.521, C102 1.524, N105 1.475, H109 1.102
102 C -32.22 23.24 8.56  C101 1.524, O103 1.402, H110 1.097, H111 1.100
103 O -31.38 22.14 8.40  C102 1.402, C104 1.396
104 C -30.04 22.36 8.74  O103 1.396, H112 1.099, H113 1.096, H114 1.093
105 N -34.60 23.84 8.91  C101 1.475, H115 1.018, H116 1.020
106 H -35.09 21.30 7.98  C100 1.089
107 H -33.40 20.92 7.72  C100 1.093
108 H -34.15 22.21 6.75  C100 1.091
109 H -33.58 22.16 9.73  C101 1.102
110 H -31.97 23.90 9.40  C102 1.097
111 H -32.24 23.87 7.65  C102 1.100
112 H -29.49 23.01 8.06  C104 1.099
113 H -29.49 21.42 8.59  C104 1.096
114 H -29.93 22.64 9.79  C104 1.093
115 H -35.32 23.52 9.56  N105 1.018
116 H -34.21 24.60 9.46  N105 1.020
117 C -30.93 19.54 12.48  C118 1.509, H123 1.092, H124 1.091, H125 1.092
118 C -31.45 18.96 13.77  C117 1.509, C119 1.535, N122 1.491, H126 1.094
119 C -31.09 17.47 13.92  C118 1.535, O120 1.404, H127 1.099, H128 1.097
120 O -29.69 17.35 13.88  C119 1.404, C121 1.431
121 C -29.33 15.97 14.03  O120 1.431, H129 1.093, H130 1.092, H131 1.092
122 N -31.06 19.75 14.97  C118 1.491, H132 1.017, H133 1.016
123 H -31.59 20.35 12.15  C117 1.092
124 H -30.88 18.76 11.72  C117 1.091
125 H -29.92 19.97 12.50  C117 1.092
126 H -32.54 19.07 13.85  C118 1.094
127 H -31.60 16.95 13.10  C119 1.099
128 H -31.53 17.13 14.87  C119 1.097
129 H -29.74 15.55 14.94  C121 1.093
130 H -28.25 15.88 14.13  C121 1.092
131 H -29.63 15.43 13.12  C121 1.092
132 H -31.08 19.11 15.76  N122 1.017
133 H -30.09 20.06 14.94  N122 1.016